# 1
The following is a DFT calculation (the ωB97M-V functional and the def2-TZVPD basis) of a single C2H3BrFNO3S molecule.

Orbital gap in eV: 10.96

Last column: Löwdin charge in e.
Positions of all 12 atoms, in Å:
O1 -1.597 -0.515 -2.163  0.059
C1 -0.505 -0.296 -1.763  -0.816
Br1 0.704 0.829 -2.746  0.764
C2 0.057 -0.923 -0.493  -0.214
N1 -0.463 -0.258 0.695  -0.116
S1 0.391 0.907 1.453  0.574
O2 -0.529 1.742 2.126  -0.229
O3 1.461 1.377 0.653  -0.249
F1 1.080 0.024 2.550  -0.142
H1 -0.295 -1.956 -0.492  0.132
H2 1.143 -0.911 -0.483  0.110
H3 -1.447 -0.017 0.664  0.128



# 2
The following is a DFT calculation (the ωB97M-V functional and the def2-TZVPD basis) of a molecular structure, C2H3BrI2 at a distorted geometry.

Orbital gap in eV: 9.47
Energy above the lowest of the compared OMol25 structures with the same formula, charge and spin in kJ/mol: 82.93

Last column: Löwdin charge in e.
Positions of all 8 atoms, in Å:
C1 0.010 -1.012 -0.115  -0.216
C2 -1.135 -0.366 -0.162  -1.352
Br1 -1.939 0.396 -1.686  0.600
I1 -2.442 -0.214 1.488  0.760
I2 1.897 2.167 0.997  0.324
H1 2.523 1.431 -0.413  -0.262
H2 0.239 -1.481 0.832  0.040
H3 0.847 -0.921 -0.940  0.106



Number 1: E_HOMO -10.9 eV, energy -3430.5505 Eh. Number 2: E_HOMO -9.4 eV, energy -3247.3511 Eh.